The following is a DFT calculation (ωB97M-V/def2-TZVPD) of the molecule C4H8ClNS in a non-equilibrium geometry.

Structure (XYZ):
```
15
Properties=species:S:1:pos:R:3:forces:R:3
C 0.010 0.796 -0.033 3.93 -1.28 2.14
C -0.795 -0.459 0.045 1.20 -1.74 -1.38
C 2.206 0.026 -0.898 -3.94 0.54 0.95
C -1.801 -0.288 1.170 0.33 -2.06 -1.18
N 1.023 0.664 -1.049 0.95 -0.93 -2.23
S 0.258 -2.082 0.096 -0.35 2.19 0.15
Cl 3.138 0.252 0.460 0.33 0.12 0.38
H -0.589 1.570 -0.257 -2.19 2.89 -1.04
H 0.556 1.090 0.888 -0.52 -0.52 -0.13
H -1.195 -0.567 -0.990 -0.64 0.21 0.80
H 2.621 -0.512 -1.698 0.49 -0.38 -1.00
H -1.220 -0.517 2.050 -0.28 -0.29 0.61
H -2.489 -1.109 0.879 -0.29 0.78 1.22
H -2.231 0.692 1.282 -0.43 0.35 -0.34
H 0.509 0.444 -1.947 1.41 0.12 1.04
```
Forces are in eV/Å.

Summary:
HOMO-LUMO gap (alpha / beta) in eV: 6.27 / 6.28
Max |F| in eV/Å: 4.7
Highest occupied orbital energy (alpha / beta) in eV: -7.16 / -7.17

natural (NBO) population analysis, charges in e, atoms 1 to 4: -0.241, -0.309, 0.137, -0.636

***

The following is a DFT calculation (ωB97M-V/def2-TZVPD) of the molecule C7H10S in a non-equilibrium geometry.

Structure (XYZ):
```
18
Properties=species:S:1:pos:R:3:forces:R:3
C 1.123 1.794 -0.887 0.00 -1.39 -0.34
C 1.207 1.346 0.539 0.30 0.07 0.74
C 1.076 0.133 1.078 0.64 0.32 0.25
C 0.890 -1.153 0.362 -1.13 1.45 0.76
C -0.506 -1.695 0.525 0.19 -0.70 0.50
C -1.443 -1.071 -0.472 -0.42 0.10 -0.84
C -2.360 -0.118 -0.276 0.29 -0.42 -0.75
H 0.429 2.628 -1.024 0.20 -0.08 0.06
H 0.804 0.934 -1.532 0.16 0.81 0.43
H 2.133 2.068 -1.207 -0.19 0.24 -0.12
H 1.514 2.087 1.282 -0.41 0.24 -0.31
H 1.167 0.077 2.184 -0.10 -0.21 -0.78
H -0.877 -1.579 1.553 0.14 0.40 -0.19
H -0.355 -2.767 0.406 -0.68 -0.18 -0.45
H -1.336 -1.416 -1.515 0.01 -0.11 0.62
H -2.479 0.396 0.668 -0.22 -0.10 0.10
H -2.997 0.166 -1.142 0.55 0.03 0.86
S 2.011 -1.827 -0.541 0.67 -0.46 -0.55
```
Forces are in eV/Å.

Summary:
SMILES string: C=CCC(=S)/C=C\C
HOMO-LUMO gap in eV: 8.42
Max |F| in eV/Å: 2.0
Highest occupied orbital energy in eV: -8.59

natural (NBO) population analysis, charges in e, atoms 1 to 4: -0.659, -0.131, -0.301, -0.082

***

The following is a DFT calculation (ωB97M-V/def2-TZVPD) of the molecule C13H17N3O4 in a non-equilibrium geometry.

Structure (XYZ):
```
37
Properties=species:S:1:pos:R:3:forces:R:3
C 0.894 -0.621 0.550 0.50 1.71 1.13
C -0.585 -0.305 0.576 -0.08 0.38 4.19
C 1.615 0.411 -0.407 0.69 -2.11 -0.49
C 3.138 0.399 -0.316 -0.87 0.16 0.86
C 3.834 1.480 0.230 -0.84 -0.22 -0.52
C 3.826 -0.742 -0.655 1.51 -1.97 -0.15
C 5.195 1.440 0.364 0.84 -0.52 -0.20
C 5.231 -0.813 -0.474 -0.16 1.64 0.40
C 5.932 0.316 0.012 -2.38 -1.25 -0.86
C -2.629 0.118 -0.595 -0.05 1.00 -0.19
C -2.751 1.628 -0.292 1.18 -0.74 -0.05
C -3.520 -0.691 0.320 -1.68 -0.53 -0.03
C -5.007 -0.550 -0.149 2.79 -1.61 0.21
H 0.872 -2.683 0.950 0.28 1.02 -0.29
H 0.689 -2.275 -0.597 0.08 -0.07 -0.42
H 1.205 -0.392 1.605 -0.11 -0.40 -0.95
H 1.408 0.022 -1.420 -0.31 0.56 0.11
H 1.210 1.396 -0.273 -0.31 0.42 0.01
H 3.255 2.361 0.471 0.14 0.17 0.22
H 3.303 -1.673 -0.982 0.38 1.12 0.18
H 5.740 2.266 0.723 0.35 1.09 0.45
H 5.864 -1.660 -0.677 -0.45 -0.49 -0.32
H 6.983 0.253 0.004 1.11 0.27 0.40
H -0.928 -0.887 -1.267 0.35 -0.18 -1.02
H -2.981 0.052 -1.636 0.01 -0.33 0.29
H -3.213 -1.756 0.208 -0.34 0.64 0.36
H -3.489 -0.338 1.349 0.50 -0.33 -0.08
H -6.806 0.069 0.391 1.15 -0.76 0.73
H -5.967 -0.704 1.705 0.59 0.59 -0.78
H -4.067 2.894 -0.172 -0.43 0.54 0.19
N 1.176 -1.992 0.240 -0.02 -1.44 0.17
N -1.251 -0.281 -0.558 -0.96 0.23 -1.09
N -5.884 -0.218 0.803 -3.20 0.84 0.74
O -1.139 -0.078 1.677 0.87 0.04 -1.77
O -1.810 2.387 -0.185 -1.72 -0.47 -0.16
O -5.272 -0.770 -1.300 -0.66 0.50 -1.14
O -4.073 1.935 -0.223 1.25 0.49 -0.09
```
Forces are in eV/Å.

Summary:
SMILES string: NC(=O)C[C@H](NC(=O)[C@@H](N)Cc1ccccc1)C(=O)O
HOMO-LUMO gap in eV: 9.33
Max |F| in eV/Å: 4.2
Highest occupied orbital energy in eV: -8.81

natural (NBO) population analysis, charges in e, atoms 1 to 4: -0.125, 0.668, -0.416, -0.021

***

The following is a DFT calculation (ωB97M-V/def2-TZVPD) of a structure of composition C48H61ClMnO6.

Structure (XYZ):
```
117
Properties=species:S:1:pos:R:3:forces:R:3
Mn -0.533 -0.315 0.003 0.56 -0.65 0.20
C -1.562 -0.030 3.174 -0.13 -0.17 0.07
O -0.388 -0.096 2.375 0.04 0.19 -0.45
C 0.675 0.747 2.604 0.41 0.01 0.18
C 1.930 0.132 2.549 -0.20 -0.05 0.12
C 2.070 -1.349 2.252 -0.07 -0.05 -0.09
C 2.780 -1.694 0.960 -0.20 0.08 -0.06
C 3.775 -2.650 0.929 0.11 0.04 0.04
C 4.395 -3.049 -0.258 -0.04 0.01 -0.10
C 4.024 -2.376 -1.413 0.11 0.00 0.05
C 3.027 -1.403 -1.434 -0.23 0.13 0.04
C 2.733 -0.749 -2.785 -0.09 -0.12 0.12
C 1.980 0.573 -2.852 0.07 -0.02 -0.03
C 2.757 1.695 -3.137 -0.04 -0.02 0.08
C 2.254 2.988 -3.216 -0.01 -0.04 0.00
C 0.916 3.158 -2.894 0.06 0.04 0.04
C 0.087 2.082 -2.612 -0.05 -0.20 -0.15
C -1.375 2.348 -2.310 -0.08 -0.03 0.12
C -1.653 3.091 -1.019 0.12 -0.24 0.10
C -2.556 4.141 -0.981 0.06 0.09 -0.04
C -2.902 4.772 0.211 0.01 -0.03 0.05
C -2.242 4.352 1.362 0.08 0.04 -0.05
C -1.333 3.302 1.375 0.09 -0.15 0.01
C -0.718 2.936 2.727 -0.12 -0.11 -0.15
C 0.568 2.132 2.786 -0.03 0.02 0.04
C 1.737 2.827 3.078 -0.01 0.02 -0.08
C 2.991 2.228 3.154 -0.05 -0.05 -0.01
C 3.063 0.879 2.840 0.09 0.05 -0.05
C 4.193 3.045 3.619 0.10 0.06 0.03
C 4.460 4.203 2.649 -0.04 -0.05 0.00
C 5.462 2.194 3.720 -0.08 0.04 -0.03
C 3.902 3.611 5.020 0.04 -0.04 -0.07
C -1.086 2.604 0.179 -0.41 0.35 -0.05
O -0.315 1.545 0.157 0.33 -0.31 -0.21
C -4.012 5.815 0.312 -0.08 0.09 0.00
C -4.627 6.143 -1.051 0.06 -0.02 0.08
C -3.485 7.121 0.922 -0.03 -0.05 -0.04
C -5.132 5.257 1.207 0.05 0.04 -0.06
C 0.604 0.780 -2.678 0.00 0.35 -0.21
O -0.342 -0.209 -2.499 0.18 0.04 0.42
C -0.162 -1.493 -3.074 -0.10 -0.10 -0.08
C 3.156 4.124 -3.688 0.06 0.10 -0.02
C 2.389 5.442 -3.829 0.04 -0.08 0.04
C 3.726 3.770 -5.072 -0.04 0.04 0.07
C 4.312 4.331 -2.700 -0.05 -0.01 0.00
C 2.331 -1.111 -0.250 0.32 -0.45 -0.03
O 1.312 -0.294 -0.249 0.12 0.40 0.14
C 5.377 -4.219 -0.250 0.05 -0.03 0.03
C 6.555 -3.923 0.689 -0.04 -0.02 -0.04
C 4.640 -5.475 0.243 0.05 0.05 -0.02
C 5.937 -4.518 -1.642 -0.02 0.04 0.08
H -1.314 0.280 4.191 0.06 0.03 -0.02
H -1.954 -1.045 3.174 -0.02 0.01 0.01
H -2.306 0.637 2.736 0.04 0.02 -0.02
H 1.077 -1.802 2.233 0.01 -0.01 0.09
H 2.624 -1.814 3.072 -0.03 -0.03 0.02
H 4.072 -3.105 1.870 -0.05 -0.03 0.00
H 4.517 -2.601 -2.354 -0.03 -0.03 0.01
H 2.267 -1.494 -3.432 0.03 0.03 0.00
H 3.712 -0.558 -3.229 -0.02 0.00 -0.09
H 3.818 1.531 -3.290 0.01 -0.02 -0.06
H 0.478 4.149 -2.853 -0.03 -0.04 -0.05
H -1.916 1.403 -2.265 0.00 -0.02 -0.08
H -1.801 2.931 -3.131 -0.01 -0.03 -0.02
H -2.999 4.456 -1.920 -0.03 -0.03 0.03
H -2.442 4.850 2.307 -0.05 -0.01 0.00
H -1.492 2.451 3.324 0.02 0.02 0.04
H -0.510 3.886 3.224 -0.02 -0.02 0.08
H 1.652 3.898 3.236 -0.04 -0.01 0.06
H 4.019 0.367 2.818 -0.04 -0.01 0.03
H 4.688 3.820 1.653 -0.01 0.01 -0.01
H 5.306 4.803 2.994 0.00 0.00 0.00
H 3.590 4.857 2.565 0.01 0.01 -0.01
H 5.776 1.826 2.741 -0.01 -0.04 0.02
H 5.307 1.341 4.382 0.05 -0.01 -0.01
H 6.272 2.799 4.132 0.02 0.01 -0.03
H 3.040 4.279 5.012 -0.01 0.00 -0.01
H 4.766 4.170 5.388 -0.01 0.01 0.00
H 3.692 2.799 5.718 -0.01 0.01 0.02
H -3.886 6.575 -1.728 -0.02 -0.03 -0.03
H -5.431 6.871 -0.920 0.00 0.01 -0.01
H -5.051 5.252 -1.516 0.00 0.02 -0.04
H -2.691 7.541 0.300 0.01 0.01 0.01
H -3.082 6.961 1.923 0.01 0.01 0.00
H -4.293 7.854 0.994 0.02 0.02 0.03
H -5.473 4.293 0.825 -0.03 0.00 0.01
H -5.982 5.945 1.232 0.00 0.00 0.03
H -4.782 5.107 2.230 0.00 -0.02 0.00
H 0.222 -1.408 -4.094 0.00 0.05 0.01
H -1.156 -1.937 -3.100 0.02 -0.02 0.04
H 0.484 -2.124 -2.464 -0.01 0.03 0.00
H 1.530 5.322 -4.492 -0.01 0.05 0.01
H 3.046 6.201 -4.259 0.01 0.02 0.03
H 2.037 5.806 -2.862 -0.04 0.00 -0.02
H 2.914 3.579 -5.777 0.02 0.00 -0.02
H 4.357 2.882 -5.033 -0.01 -0.02 0.00
H 4.328 4.599 -5.455 0.02 -0.01 0.00
H 3.925 4.586 -1.712 0.01 0.00 0.01
H 4.965 5.140 -3.038 0.00 0.00 0.00
H 4.912 3.426 -2.602 0.01 0.00 0.01
H 6.210 -3.748 1.708 0.03 0.02 0.01
H 7.094 -3.034 0.354 0.00 0.01 0.02
H 7.252 -4.766 0.705 0.00 0.00 0.01
H 4.272 -5.340 1.261 -0.01 -0.02 0.00
H 5.306 -6.343 0.229 0.00 0.00 0.02
H 3.781 -5.684 -0.397 0.00 -0.02 0.00
H 6.498 -3.667 -2.035 -0.02 -0.01 -0.04
H 5.137 -4.765 -2.342 0.03 0.01 -0.03
H 6.615 -5.373 -1.587 0.00 0.00 0.00
Cl -2.704 -0.224 -0.074 -0.96 0.01 -0.01
C -0.738 -4.625 0.271 0.02 0.25 -0.11
C -0.834 -3.183 0.760 -0.13 -0.19 0.38
O -1.164 -2.954 1.920 0.04 0.01 -0.19
O -0.510 -2.307 -0.128 0.13 0.83 -0.20
H -1.588 -5.195 0.640 0.01 -0.01 0.03
H 0.177 -5.063 0.673 0.00 -0.01 0.01
H -0.696 -4.654 -0.816 0.00 -0.08 0.01
```
Forces are in eV/Å.

Summary:
HOMO-LUMO gap (alpha / beta) in eV: 7.15 / 7.31
Max |F| in eV/Å: 1.0
Charge: -1
Multiplicity: 5
<S²>: 6.058
Highest occupied orbital energy (alpha / beta) in eV: -4.78 / -4.91

Mulliken population analysis, charges in e, atoms 1 to 4: 1.599, -1.267, -0.172, 0.530

***

The following is a DFT calculation (ωB97M-V/def2-TZVPD) of the molecule C3H7N3O2 in a non-equilibrium geometry.

Structure (XYZ):
```
15
Properties=species:S:1:pos:R:3:forces:R:3
C 1.526 -0.714 -0.232 -1.77 -5.28 4.96
C -2.193 -0.451 -0.270 1.82 -5.25 3.70
C -1.369 0.651 0.346 -0.79 -1.06 3.68
H 1.626 2.217 0.916 0.00 -2.67 -3.56
H 2.990 0.466 -0.726 -2.17 0.56 0.77
H 0.023 -2.024 0.300 -0.37 3.54 -1.16
H -3.052 -0.324 -0.854 -0.56 0.47 -1.28
H -2.072 -1.700 0.113 -1.25 3.95 -0.25
H -0.868 0.710 1.405 -1.21 -0.86 -2.21
H -1.630 1.583 0.073 -1.01 3.14 -1.28
N 1.944 0.493 -0.494 3.92 4.24 -0.86
N 0.092 -0.906 0.071 4.60 -5.04 -0.02
N -0.847 -0.186 -0.659 1.80 1.43 -1.97
O 1.480 1.851 -0.118 0.03 -0.60 1.87
O 2.349 -1.667 0.131 -3.03 3.42 -2.41
```
Forces are in eV/Å.

Summary:
SMILES string: O=C(NO)NN1CC1
HOMO-LUMO gap in eV: 8.87
Max |F| in eV/Å: 7.5
Highest occupied orbital energy in eV: -8.79

natural (NBO) population analysis, charges in e, atoms 1 to 4: 0.732, -0.236, -0.238, 0.481